# 1
This record from OMol25 describes a structure of composition C32H14BClCoF15GeN8O2S. The level of theory is ωB97M-V/def2-TZVPD.

Atoms and positions in Å:
Co 0.1413 -0.0854 -0.0388
C -3.1225 -0.2093 -2.4025
C -2.4743 -0.5218 -1.2151
N -1.3170 0.1421 -1.1684
N -1.1803 0.8452 -2.3123
C -2.2671 0.6548 -3.0677
B 0.1037 1.7194 -2.4906
N 0.2548 2.5148 -1.1520
C 0.3397 3.8142 -0.8203
C 0.4218 3.9338 0.5498
C 0.3788 2.6292 1.0245
N 0.2844 1.7917 -0.0032
N 1.2758 0.6966 -2.5155
C 2.2102 0.3902 -3.4202
C 2.9952 -0.6319 -2.9110
C 2.4600 -0.9099 -1.6618
N 1.4346 -0.0778 -1.4286
N 0.0506 2.4972 -3.7710
C 0.0709 3.8113 -4.1216
C -0.0357 3.8919 -5.4827
C -0.1204 2.5522 -5.9038
N -0.0697 1.7177 -4.8856
H -4.0854 -0.5570 -2.7302
H -2.7817 -1.1424 -0.3903
H -2.3528 1.1330 -4.0277
H 0.3388 4.5885 -1.5609
H 0.5018 4.8391 1.1237
H 0.4159 2.2515 2.0297
H 2.2468 0.9042 -4.3646
H 3.8423 -1.1004 -3.3789
H 2.7665 -1.6256 -0.9158
H 0.1601 4.6110 -3.4130
H -0.0484 4.7832 -6.0844
H -0.2149 2.1659 -6.9060
Cl 0.4488 -2.2030 4.4812
C -0.3294 -0.6490 4.0648
C -0.7099 -0.7068 2.6014
O -1.6842 -1.2968 2.1902
O 0.1536 -0.1183 1.7942
H 0.3864 0.1388 4.2718
H -1.2218 -0.5427 4.6737
F -0.7699 -6.1435 2.7497
C 0.4696 -5.6508 2.7969
C 0.9989 -4.9669 1.7136
C 2.2844 -4.4623 1.8474
F 2.8377 -3.7860 0.8278
C 3.0316 -4.6306 2.9939
F 4.2576 -4.1343 3.0911
C 2.4767 -5.3310 4.0563
F 3.1759 -5.5071 5.1618
C 1.1930 -5.8441 3.9616
F 0.6685 -6.5064 4.9823
Ge 0.0164 -4.5956 0.0974
S 0.0501 -2.3287 0.0796
C -1.7779 -5.3089 0.0770
C -1.8480 -6.6853 -0.0671
F -0.7011 -7.3809 -0.1432
C -3.0444 -7.3706 -0.1194
F -3.0752 -8.6887 -0.2491
C -4.2266 -6.6480 -0.0323
F -5.3864 -7.2760 -0.0885
C -4.1931 -5.2703 0.1161
F -5.3263 -4.5851 0.1983
C -2.9722 -4.6205 0.1768
F -2.9839 -3.2955 0.3433
C 0.9123 -5.0400 -1.5559
C 2.0597 -5.8141 -1.6381
F 2.6261 -6.3044 -0.5353
C 2.6422 -6.1201 -2.8557
F 3.7354 -6.8665 -2.9155
C 2.0704 -5.6387 -4.0239
F 2.6212 -5.9235 -5.1895
C 0.9236 -4.8592 -3.9759
F 0.3840 -4.3973 -5.0957
C 0.3665 -4.5754 -2.7445
F -0.7363 -3.8135 -2.7074

Computed properties:
E_HOMO (spin up / spin down) (eV): -12.10 / -12.10
<S²>: 0.88
Charge: +1
Gap between HOMO and LUMO (spin up / spin down) (eV): 7.4 / 6.3
Spin multiplicity: 2

=====

# 2
This record from OMol25 describes a structure of composition C32H14BrCl100N2O6PS. The level of theory is ωB97M-V/def2-TZVPD.

Atoms and positions in Å:
O 0.6642 1.2830 -1.3477
C 0.6301 0.1370 -1.2488
N 0.3581 -1.0460 -1.1130
N -1.0178 -1.3173 -1.4120
C -1.0682 -2.5441 -2.2608
C -0.3578 -2.1892 -3.6300
C -1.0086 -2.8101 -4.9131
C -2.0228 -1.8835 -5.6740
S -1.4462 -0.1836 -5.9901
O -2.1370 0.4789 -7.0908
O -1.7771 0.5910 -4.7804
O 0.1971 -0.0838 -6.1358
C -2.5484 -3.0129 -2.3846
O -3.3310 -1.8611 -2.7374
C -4.6699 -1.8958 -2.2213
P -4.8861 -0.3490 -1.1374
O -3.7626 0.7942 -1.6436
Br -4.1617 -0.9339 0.9494
H -1.3592 -0.5119 -1.9446
H -0.5087 -3.3145 -1.6659
H 0.6801 -2.6196 -3.5678
H -0.2264 -1.0853 -3.6585
H -0.1647 -3.0061 -5.6289
H -1.4793 -3.8121 -4.7479
H -3.0308 -1.7983 -5.2117
H -2.1817 -2.3497 -6.6858
H 0.4761 0.2377 -5.2516
H -2.7104 -3.9063 -3.0345
H -2.8655 -3.3206 -1.3467
H -4.9457 -2.8395 -1.6962
H -5.3937 -1.7654 -3.0753
H -3.4018 0.5810 -2.5274
C 0.8980 -6.0139 -4.0105
Cl 1.5119 -5.1261 -2.6007
Cl 1.6537 -7.6137 -4.0801
Cl -0.8603 -6.1932 -3.8701
Cl 1.2859 -5.1163 -5.4902
C -0.9920 4.9583 -0.7955
Cl -0.3925 5.7897 0.6532
Cl -0.2580 3.3492 -0.9040
Cl -2.7525 4.7922 -0.6959
Cl -0.5662 5.9023 -2.2365
C 4.0309 -1.9149 -5.1865
Cl 3.7652 -3.5545 -4.5803
Cl 4.9270 -0.9666 -3.9784
Cl 4.9603 -1.9816 -6.6944
Cl 2.4604 -1.1498 -5.4881
C 3.4903 6.1856 0.2328
Cl 2.6976 4.6214 -0.0228
Cl 2.4646 7.4827 -0.3978
Cl 3.7589 6.4351 1.9674
Cl 5.0473 6.2040 -0.6155
C -5.9505 4.1965 1.9087
Cl -6.8278 5.3302 0.8669
Cl -7.0842 3.4317 3.0370
Cl -5.1796 2.9549 0.9105
Cl -4.7106 5.0718 2.8232
C -3.1432 -0.6927 -10.7750
Cl -2.8287 -1.6867 -12.2101
Cl -1.8908 0.5489 -10.6302
Cl -4.7295 0.0818 -10.9279
Cl -3.1242 -1.7190 -9.3291
C -0.9458 -2.5821 -15.5762
Cl -1.8795 -1.4698 -16.5896
Cl -2.0313 -3.3857 -14.4278
Cl -0.1630 -3.7988 -16.5984
Cl 0.2872 -1.6759 -14.6845
C 7.0613 -4.8081 -1.8613
Cl 6.8406 -6.1615 -2.9843
Cl 6.3002 -3.3560 -2.5319
Cl 6.3075 -5.1969 -0.3074
Cl 8.7894 -4.5118 -1.6201
C 4.1537 -2.6065 2.3069
Cl 3.9076 -4.2394 2.9523
Cl 5.0197 -1.6244 3.4993
Cl 5.1066 -2.7013 0.8172
Cl 2.5818 -1.8668 1.9570
C -2.1716 5.6359 6.4632
Cl -2.5579 3.9127 6.3901
Cl -2.9661 6.3909 7.8707
Cl -0.4180 5.8386 6.6003
Cl -2.7479 6.4239 4.9851
C -7.2595 7.6121 4.4440
Cl -5.6315 7.1816 4.9944
Cl -7.9812 8.7707 5.5763
Cl -7.1632 8.3440 2.8338
Cl -8.2603 6.1510 4.3714
C -0.6129 4.5013 -10.4847
Cl 0.0040 5.3386 -9.0513
Cl 0.1621 2.9124 -10.6189
Cl -2.3650 4.2920 -10.3390
Cl -0.2493 5.4583 -11.9309
C 10.3430 -2.1902 1.5345
Cl 10.8245 -3.0327 3.0169
Cl 11.3684 -2.7276 0.1901
Cl 8.6495 -2.5580 1.1703
Cl 10.5366 -0.4448 1.7584
C 7.8568 -1.7736 -10.0101
Cl 7.1720 -1.2052 -11.5414
Cl 8.9268 -0.5302 -9.3429
Cl 6.5446 -2.1010 -8.8611
Cl 8.7791 -3.2597 -10.2899
C -2.6089 -7.0122 -7.4891
Cl -0.9672 -7.4053 -6.9520
Cl -3.3265 -5.8209 -6.3847
Cl -2.5492 -6.3351 -9.1240
Cl -3.5976 -8.4807 -7.4927
C -5.2731 2.6522 9.4562
Cl -4.6378 4.1652 8.7893
Cl -4.1516 1.3289 9.0879
Cl -5.4460 2.8084 11.2117
Cl -6.8544 2.3041 8.7346
C -3.7191 5.3340 13.8738
Cl -3.0698 6.2057 15.2728
Cl -3.0256 3.7033 13.8241
Cl -5.4845 5.2309 14.0107
Cl -3.2923 6.1990 12.3879
C -7.3301 1.3350 14.7433
Cl -5.8586 2.3101 14.5874
Cl -7.3362 0.0703 13.5012
Cl -7.3745 0.5887 16.3481
Cl -8.7499 2.3732 14.5343
C 8.2911 -8.7225 -5.9818
Cl 8.8817 -9.4800 -7.4702
Cl 9.5672 -8.7572 -4.7539
Cl 7.8368 -7.0431 -6.3126
Cl 6.8760 -9.6096 -5.3880
C 5.9618 -1.1323 7.7438
Cl 6.4419 -1.9578 9.2361
Cl 6.9743 -1.6979 6.4043
Cl 4.2631 -1.4901 7.3905
Cl 6.1684 0.6158 7.9428
C 1.0818 -9.4714 -0.1560
Cl 1.3273 -7.8285 -0.7704
Cl 2.2848 -10.5553 -0.8759
Cl 1.2604 -9.4775 1.6064
Cl -0.5453 -10.0250 -0.5875
C -6.2572 1.9151 20.0289
Cl -5.5986 2.7804 21.4278
Cl -5.5916 0.2733 19.9824
Cl -8.0223 1.8326 20.1621
Cl -5.8179 2.7707 18.5430
C -12.7912 2.1770 13.5258
Cl -14.3744 1.3827 13.5646
Cl -11.5467 0.9952 13.0901
Cl -12.8132 3.4804 12.3261
Cl -12.4295 2.8519 15.1243
C 4.3246 9.2556 -3.7555
Cl 2.7675 8.4104 -3.7739
Cl 5.6123 8.1293 -4.2174
Cl 4.2785 10.6034 -4.9050
Cl 4.6420 9.8790 -2.1282
C 13.4560 2.4224 0.7816
Cl 13.1376 0.6804 0.8014
Cl 12.6229 3.1877 2.1459
Cl 15.1996 2.7097 0.9181
Cl 12.8606 3.1142 -0.7368

Computed properties:
E_HOMO (eV): -8.79
Charge: 0
Gap between HOMO and LUMO (eV): 8.3
Spin multiplicity: 1

=====

# 3
This record from OMol25 describes a structure of composition C32H15Cl2F17NO2S2Tm. The level of theory is ωB97M-V/def2-TZVPD.

Atoms and positions in Å:
Tm -0.1514 0.9125 -0.3715
C 3.6825 -4.7834 -1.2381
C 2.5679 -3.8985 -0.7327
C 2.3612 -3.6910 0.6233
C 1.3636 -2.8414 1.0635
C 0.5300 -2.1460 0.1789
N -0.4053 -1.2130 0.6371
C -1.2933 -1.6102 1.6149
C -1.5754 -2.9804 1.8234
C -2.4689 -3.4226 2.7783
C -3.1550 -2.5287 3.5895
C -4.1621 -2.9896 4.6180
C -2.9048 -1.1786 3.3840
C -2.0186 -0.6925 2.4235
C -1.7622 0.8188 2.2484
O -1.6781 1.2139 0.9572
C -2.8712 1.6981 2.9143
F -2.7792 2.9708 2.5614
F -2.8302 1.6594 4.2709
F -4.0961 1.2812 2.5441
C -0.4105 1.1671 3.0043
F -0.2003 0.4046 4.0876
F 0.6423 0.9450 2.1665
F -0.3132 2.4360 3.4001
C 0.7252 -2.3604 -1.2039
C 1.7343 -3.2280 -1.6206
C -0.1455 -1.5392 -2.1875
O 0.0283 -0.1989 -2.0261
C -1.6972 -1.8886 -1.9824
F -2.3309 -0.8748 -1.3857
F -2.3567 -2.0985 -3.1445
F -1.8887 -2.9972 -1.2516
C 0.1987 -1.8335 -3.6770
F -0.5145 -1.0842 -4.5154
F 1.4846 -1.5570 -3.9348
F -0.0164 -3.1284 -4.0125
H 4.0156 -5.4787 -0.4640
H 4.5504 -4.1945 -1.5481
H 3.3627 -5.3696 -2.1033
H 2.9965 -4.1934 1.3484
H 1.2110 -2.6843 2.1257
H -1.0728 -3.7051 1.1962
H -2.6432 -4.4918 2.8859
H -3.9537 -4.0128 4.9408
H -5.1857 -2.9729 4.2265
H -4.1457 -2.3496 5.5048
H -3.4325 -0.4815 4.0201
H 1.8910 -3.4075 -2.6729
F -3.7798 6.0901 -3.3613
C -2.8996 5.5364 -2.5060
C -2.6869 4.1786 -2.4914
F -3.3673 3.3950 -3.3406
C -1.7768 3.6416 -1.6044
F -1.6412 2.2868 -1.6665
C -1.0271 4.3733 -0.6846
S 0.1020 3.6954 0.4215
C -1.2862 5.7503 -0.7469
F -0.6390 6.5835 0.0814
C -2.1873 6.3178 -1.6209
F -2.3860 7.6496 -1.6255
Cl 2.5881 0.2806 -0.0229
C 3.7129 1.3359 -0.8512
C 5.0331 1.1936 -0.4757
C 6.0085 1.9557 -1.0967
C 5.6188 2.8468 -2.0879
C 4.2878 2.9718 -2.4439
Cl 3.9221 4.1199 -3.7084
C 3.2344 2.2213 -1.8450
S 1.5901 2.3759 -2.2762
H 5.2895 0.4807 0.3003
H 7.0500 1.8590 -0.8142
H 6.3534 3.4593 -2.5977

Computed properties:
E_HOMO (eV): -1.72
<S²>: 2.00
Charge: -2
Gap between HOMO and LUMO (eV): 6.0
Spin multiplicity: 3

=====

# 4
This record from OMol25 describes a structure of composition C32H19F5IIrN4O3. The level of theory is ωB97M-V/def2-TZVPD.

Atoms and positions in Å:
Ir 0.0188 0.9284 -0.6854
C 4.9641 -1.4023 -1.5698
C 3.8029 -1.5966 -2.3086
C 2.7693 -0.6739 -2.2325
C 2.9183 0.4327 -1.4193
C 4.0717 0.6546 -0.6943
C 5.1005 -0.2758 -0.7692
N 1.8195 1.3801 -1.3246
N 2.1642 2.5820 -1.3890
C 1.0717 3.4514 -1.2574
C 1.2592 4.8263 -1.4176
C 0.1554 5.6413 -1.3357
C -1.1112 5.0740 -1.1053
C -1.2802 3.7150 -0.9403
C -0.1665 2.8635 -1.0090
H 5.7647 -2.1290 -1.6202
H 3.6991 -2.4650 -2.9461
H 1.8586 -0.8009 -2.8035
H 4.1489 1.5375 -0.0739
H 6.0063 -0.1185 -0.1983
H 2.2492 5.2175 -1.6164
H 0.2580 6.7120 -1.4527
H -1.9750 5.7273 -1.0523
H -2.2594 3.2971 -0.7486
I 0.7743 1.0703 8.1290
C 0.5461 1.1551 6.0659
C 1.1723 0.2060 5.2688
C 1.0257 0.2784 3.8913
C 0.2467 1.2760 3.3205
C -0.3835 2.2114 4.1290
C -0.2283 2.1622 5.5048
C 0.0298 1.3449 1.8531
O -1.0435 1.6981 1.3748
O 1.0195 0.9885 1.0564
H 1.7700 -0.5756 5.7169
H 1.5170 -0.4463 3.2549
H -0.9980 2.9772 3.6736
H -0.7095 2.8980 6.1338
F -5.9635 -2.8339 -0.5494
C -4.9466 -1.9870 -0.7314
C -3.9356 -1.8871 0.2000
F -3.9629 -2.6528 1.2954
C -2.8790 -1.0101 0.0111
F -1.9279 -1.0086 0.9597
C -2.7817 -0.1990 -1.1181
O -1.8174 0.6675 -1.4153
C -3.8249 -0.3289 -2.0410
F -3.7825 0.3947 -3.1652
C -4.8836 -1.1942 -1.8623
F -5.8452 -1.2741 -2.7861
N 0.8429 -3.1500 0.5086
C 1.0393 -1.8149 0.4383
N 0.3839 -1.2623 -0.5494
C -0.2890 -2.3115 -1.1847
C -1.0953 -2.3058 -2.3245
C -1.6361 -3.5094 -2.7238
C -1.3747 -4.7022 -2.0238
C -0.5535 -4.7232 -0.9164
C -0.0157 -3.5013 -0.5202
H 1.2562 -3.7647 1.1867
H 1.6675 -1.2702 1.1245
H -1.2837 -1.3866 -2.8629
H -2.2778 -3.5395 -3.5948
H -1.8211 -5.6253 -2.3693
H -0.3386 -5.6426 -0.3885

Computed properties:
E_HOMO (eV): -8.07
Charge: 0
Gap between HOMO and LUMO (eV): 7.6
Energy above the lowest of the compared OMol25 structures with the same formula, charge and spin (eV): 0.720
Spin multiplicity: 1

=====

# 5
This record from OMol25 describes a structure of composition C32H20BaF5N5S3Sb. The level of theory is ωB97M-V/def2-TZVPD.

Atoms and positions in Å:
Ba 0.3069 -0.3447 0.0781
C 0.6527 0.9761 -3.5488
C 1.2737 -0.3578 -3.2605
C 2.1773 -0.9396 -4.1434
C 2.6703 -2.2012 -3.8769
C 2.3179 -2.8290 -2.6941
C 1.5052 -2.1427 -1.7999
N 0.9442 -0.9663 -2.1056
Sb 1.3632 -3.2291 0.0942
C -0.8059 -3.0995 0.3451
C -1.4041 -4.3062 0.6865
C -2.7905 -4.3551 0.7835
C -3.5243 -3.2169 0.5307
C -2.8723 -2.0312 0.1931
C -3.6306 -0.7701 -0.0854
N -1.5317 -1.9944 0.1043
C 2.0235 -1.9176 1.7226
C 3.0215 -2.5203 2.4746
C 3.6520 -1.7593 3.4494
C 3.2677 -0.4484 3.6444
C 2.2138 0.0751 2.9018
C 1.7215 1.4776 3.0889
N 1.6029 -0.6772 1.9713
H 0.8307 1.2727 -4.5819
H 1.0542 1.7454 -2.8865
H -0.4200 0.9568 -3.3605
H 2.4601 -0.4052 -5.0412
H 3.3539 -2.6813 -4.5663
H 2.7318 -3.7949 -2.4362
H -0.8033 -5.1886 0.8649
H -3.2886 -5.2811 1.0455
H -4.6045 -3.2249 0.5927
H -4.6871 -0.9808 -0.2542
H -3.2162 -0.2464 -0.9460
H -3.5199 -0.0716 0.7486
H 3.3443 -3.5315 2.2638
H 4.4635 -2.1828 4.0275
H 3.7655 0.1789 4.3724
H 2.3422 2.0180 3.8026
H 0.6822 1.4637 3.4268
H 1.7262 2.0249 2.1445
S -1.6867 1.1422 2.0891
C -1.2509 2.8179 1.8733
C -1.2940 3.6695 2.9870
C -0.9292 5.0052 2.9308
C -0.9795 5.8093 4.1352
N -1.0119 6.4355 5.1006
C -0.5072 5.5409 1.7125
C -0.4700 4.7261 0.5928
C -0.8295 3.3693 0.6219
S -0.7580 2.4554 -0.8677
C -0.1089 6.9293 1.6019
N 0.2126 8.0308 1.5097
H -1.6278 3.2586 3.9319
H -0.1480 5.1487 -0.3510
F 7.9232 3.3425 -1.6906
C 7.0337 2.3778 -1.4042
C 5.7668 2.6978 -0.9667
F 5.4281 3.9882 -0.8245
C 4.8595 1.6930 -0.6788
F 3.6451 2.0843 -0.2589
C 5.1535 0.3331 -0.8019
S 3.9878 -0.9206 -0.4279
C 6.4457 0.0634 -1.2468
F 6.8484 -1.2081 -1.4171
C 7.3698 1.0506 -1.5417
F 8.6038 0.7239 -1.9685

Computed properties:
E_HOMO (eV): -4.06
Charge: -1
Gap between HOMO and LUMO (eV): 5.5
Energy above the lowest of the compared OMol25 structures with the same formula, charge and spin (eV): 3.285
Spin multiplicity: 1

=====

For each record above, in turn, the calculated maximum force values are 1.27; 5.24; 2.44; 1.55; 5.76 eV/A.